# 1
Molecular formula: C37H35BrF6GaO2P2Se
Method: DFT, ωB97M-V/def2-TZVPD

Element x y z (Å)
Ga1 -1.676214 0.761167 -0.680757
C1 -0.003052 4.049605 1.377526
C2 1.344163 3.484214 1.719537
C3 2.363038 4.346971 2.111519
C4 3.602880 3.874371 2.509732
C5 3.842019 2.510024 2.531732
C6 2.844182 1.633903 2.135772
C7 1.602170 2.104680 1.714869
P1 0.257473 0.974950 1.203029
C8 1.044250 -0.679769 1.222494
C9 2.041668 -0.779363 0.244639
C10 2.754732 -1.944787 0.042288
C11 2.455596 -3.058631 0.811916
C12 1.443423 -2.984948 1.750159
C13 0.714947 -1.815043 1.977047
C14 -0.391344 -1.879946 2.996258
C15 -0.913955 1.129159 2.575182
C16 -0.475523 1.273354 3.891871
C17 -1.379565 1.340207 4.933469
C18 -2.740200 1.261555 4.654942
C19 -3.178925 1.158041 3.348194
C20 -2.280829 1.111009 2.277567
C21 -2.843447 1.102288 0.883086
H1 0.071205 5.116084 1.168450
H2 -0.693562 3.920557 2.215244
H3 -0.457854 3.567223 0.511349
H4 2.171731 5.412845 2.103488
H5 4.376475 4.570274 2.806942
H6 4.799491 2.123606 2.854759
H7 3.040991 0.570791 2.154497
H8 2.261917 0.086894 -0.372235
H9 3.523856 -1.985927 -0.717764
H10 2.993667 -3.986853 0.668816
H11 1.191782 -3.864366 2.330176
H12 -0.516500 -2.909027 3.330946
H13 -1.344342 -1.538920 2.588353
H14 -0.188051 -1.265404 3.870830
H15 0.588159 1.326442 4.094182
H16 -1.032076 1.445754 5.952200
H17 -3.461589 1.299514 5.460790
H18 -4.241033 1.131355 3.137903
H19 -3.194929 2.111272 0.637016
H20 -3.728529 0.468248 0.834386
F1 -4.447871 1.926569 -1.607916
P2 -4.470117 0.692255 -2.637550
F2 -4.289099 -0.568219 -3.599908
F3 -4.582629 -0.313808 -1.371840
F4 -2.711767 0.606829 -2.398636
F5 -6.034811 0.752928 -2.830187
F6 -4.165153 1.683233 -3.843086
Br1 3.108161 5.810544 -5.586781
C22 2.035863 4.694764 -4.499909
C23 2.419784 3.376973 -4.299983
C24 1.631419 2.564027 -3.505210
C25 0.480157 3.073652 -2.914905
C26 0.107994 4.396453 -3.125238
C27 0.886226 5.214260 -3.925567
C28 -0.353801 2.212002 -2.058673
O1 -0.117649 0.962835 -1.959248
O2 -1.311179 2.674956 -1.385732
H21 3.318822 2.996902 -4.762768
H22 1.899747 1.529967 -3.338841
H23 -0.795224 4.770048 -2.663269
H24 0.605215 6.241568 -4.105566
C29 1.780002 -6.638907 -1.679735
C30 0.884604 -5.461268 -1.436101
C31 1.016082 -4.294513 -2.174632
C32 0.205089 -3.189395 -1.957860
C33 0.373111 -1.974993 -2.812382
C34 -0.788499 -3.268530 -0.959304
Se1 -2.038774 -1.908618 -0.682706
C35 -0.959982 -4.466590 -0.215014
C36 -2.033486 -4.626997 0.822634
C37 -0.108149 -5.525351 -0.459930
H25 2.550497 -6.408698 -2.412816
H26 1.205168 -7.490788 -2.047176
H27 2.267105 -6.952918 -0.755375
H28 1.773284 -4.238256 -2.947732
H29 1.225870 -2.097332 -3.478563
H30 0.530283 -1.085525 -2.206257
H31 -0.514116 -1.787226 -3.419889
H32 -2.059479 -3.794092 1.522703
H33 -1.872022 -5.546291 1.383982
H34 -3.018247 -4.681409 0.354934
H35 -0.220728 -6.434414 0.119633

Force components x, y, z for each atom (eV/Å):
0.3622 0.5178 -0.1384
-0.0974 0.0274 -0.0155
0.0272 0.0164 0.0100
0.0180 -0.0108 -0.0013
0.0013 0.0000 -0.0011
-0.0003 0.0134 0.0080
0.0285 -0.0324 -0.0233
-0.0322 0.0204 -0.0357
-0.0763 -0.2076 0.0959
-0.0274 -0.0117 -0.0298
-0.0004 0.0194 -0.0693
-0.0096 -0.0091 0.0002
0.0170 -0.0075 -0.0041
0.0092 0.0150 0.0026
0.0289 -0.0123 -0.0049
-0.0705 0.0004 0.0115
0.0064 -0.0320 0.0107
-0.0054 0.0205 0.0377
0.0169 -0.0095 -0.0143
-0.0043 0.0071 0.0015
-0.0023 0.0203 0.0167
0.0574 -0.0273 0.0106
-0.2360 -0.1078 -0.2029
-0.0035 0.0035 -0.0075
-0.0010 0.0055 0.0110
0.0359 0.0108 0.0041
-0.0025 0.0211 0.0081
0.0055 0.0043 0.0014
0.0115 0.0000 0.0010
-0.0028 -0.0030 0.0033
-0.0098 -0.0011 0.0060
0.0106 -0.0012 -0.0076
0.0008 -0.0092 -0.0094
-0.0003 -0.0283 0.0088
-0.0064 -0.0086 0.0093
-0.0066 0.0049 -0.0001
0.0251 0.0021 0.0175
0.0126 -0.0099 0.0079
0.0024 0.0047 0.0222
-0.0099 0.0038 0.0129
-0.0129 -0.0083 -0.0045
-0.0190 -0.0284 0.0293
0.0031 -0.0142 -0.0171
0.0061 -0.0337 -0.0291
-0.0515 -0.0161 -0.0509
-0.0088 0.0225 0.0188
0.0381 0.0117 -0.0239
-0.1269 -0.0979 0.1410
0.0064 0.0070 0.0136
0.0068 -0.0203 0.0217
0.0043 0.0030 -0.0054
0.0160 -0.0155 -0.0061
0.0025 0.0316 -0.0040
-0.0337 0.0250 -0.0095
0.0619 0.0061 -0.0275
0.0169 -0.0219 0.0185
0.0096 0.0073 -0.0060
-0.0751 -0.0135 0.0481
-0.0069 -0.0923 -0.0144
0.0350 0.1410 -0.0388
0.0142 -0.0011 -0.0087
-0.0009 -0.0194 0.0051
-0.0151 0.0031 0.0036
0.0008 0.0186 -0.0009
0.0173 -0.0294 -0.0091
0.0087 0.0362 -0.0078
0.0065 0.0304 0.0195
-0.0196 -0.0048 -0.0193
0.0452 0.0479 0.0093
-0.0706 -0.1262 -0.0742
0.0461 -0.0942 0.2750
0.0308 0.0471 -0.0272
-0.0235 -0.0213 0.0372
0.0029 0.0388 0.0134
0.0124 0.0043 -0.0140
-0.0066 -0.0069 0.0000
0.0056 -0.0080 0.0121
0.0146 -0.0024 -0.0091
0.0035 0.0034 -0.0256
0.0204 -0.0376 -0.0181
-0.0141 0.0017 0.0093
0.0245 0.0149 0.0158
-0.0233 -0.0068 -0.0039
-0.0150 0.0255 -0.0032
-0.0091 -0.0160 0.0132

Properties
⟨S²⟩: 0.77
LUMO level (spin up / spin down), eV: 0.15 / -2.75
HOMO energy (spin up / spin down), eV: -8.47 / -8.46
Spin multiplicity: 2

# 2
Molecular formula: C2H5NO2
Method: DFT, ωB97M-V/def2-TZVPD

Element x y z (Å)
C1 1.274059 -0.410051 -0.204145
C2 -1.878721 0.090281 0.759705
O1 -0.348528 0.307392 -0.887386
O2 2.074855 0.598164 -0.486328
N1 -0.668571 0.309003 0.437307
H1 1.801487 0.972137 -1.342113
H2 1.138118 -1.213827 -0.921024
H3 1.391058 -0.733661 0.822678
H4 -2.118772 0.043093 1.813438
H5 -2.664986 0.037470 0.007868

Force components x, y, z for each atom (eV/Å):
-0.7347 0.1766 -2.5222
0.0918 0.4143 -0.5854
2.0056 -1.1680 1.4090
0.2270 0.3554 -0.0804
-1.5331 0.3366 1.6222
0.2299 -0.2072 0.2044
0.3189 -0.0708 -0.0820
-0.6508 0.3363 0.0671
0.0426 0.1149 -0.0005
0.0030 -0.2880 -0.0322

Properties
LUMO level, eV: 0.67
HOMO energy, eV: -8.85
Spin multiplicity: 1

# 3
Molecular formula: C40H32Cl2MoN4O3P2STe
Method: DFT, ωB97M-V/def2-TZVPD

Element x y z (Å)
Mo1 -1.032485 1.545979 -1.420539
Te1 0.750692 -1.170886 -3.993566
C1 1.641721 -2.900078 -3.227289
C2 2.982063 -2.896587 -2.869455
C3 3.496741 -4.040568 -2.273374
N1 2.779284 -5.134306 -2.029318
C4 1.504233 -5.128222 -2.408535
C5 0.883559 -4.041756 -3.010888
C6 0.324550 -0.524864 -2.003226
P1 -1.319057 -0.766216 -1.397953
C7 -2.353332 -1.528003 -2.676834
C8 -2.831703 -0.761821 -3.740323
C9 -3.557983 -1.350001 -4.762856
C10 -3.814896 -2.715227 -4.728962
C11 -3.358942 -3.483828 -3.667791
C12 -2.634020 -2.894294 -2.641089
C13 -1.511942 -1.855472 0.016497
C14 -2.645626 -1.723964 0.816016
C15 -2.825480 -2.573948 1.894565
C16 -1.872777 -3.547598 2.178772
C17 -0.741501 -3.675755 1.386660
C18 -0.557182 -2.828105 0.301317
P2 1.239992 0.870647 -1.374297
C19 2.136171 0.504305 0.149037
C20 2.482198 -0.800657 0.489391
C21 3.177933 -1.045280 1.666554
C22 3.531707 0.010454 2.494835
C23 3.201526 1.315677 2.146350
C24 2.503364 1.563359 0.976076
C25 2.548403 1.318325 -2.541081
C26 3.841163 0.818919 -2.372205
C27 4.830748 1.126932 -3.293977
C28 4.546065 1.942494 -4.381051
C29 3.267252 2.457180 -4.547902
C30 2.277646 2.147002 -3.628872
H1 3.617220 -2.038642 -3.050897
H2 4.538808 -4.078333 -1.978530
H3 0.946836 -6.039008 -2.223229
H4 -0.155917 -4.098942 -3.308040
H5 -2.632178 0.303937 -3.773612
H6 -3.926456 -0.750605 -5.584132
H7 -4.381875 -3.177671 -5.525565
H8 -3.573477 -4.543375 -3.634886
H9 -2.295297 -3.500987 -1.810782
H10 -3.388613 -0.965580 0.594174
H11 -3.706202 -2.480627 2.515354
H12 -2.018067 -4.212717 3.019472
H13 -0.003933 -4.435506 1.609849
H14 0.319950 -2.928614 -0.326591
H15 2.210888 -1.621128 -0.164869
H16 3.454091 -2.057792 1.930279
H17 4.077088 -0.181510 3.409066
H18 3.489602 2.137415 2.788143
H19 2.244489 2.582543 0.708815
H20 4.082581 0.194466 -1.521420
H21 5.830316 0.736985 -3.157154
H22 5.324207 2.188971 -5.090420
H23 3.046026 3.102887 -5.386663
H24 1.290215 2.567233 -3.761685
Cl1 -3.214269 2.781916 -1.548245
C31 -2.804682 3.543306 -3.128777
Cl2 -1.243189 2.796086 -3.629246
H25 -2.659747 4.608601 -2.982272
H26 -3.578925 3.312351 -3.853218
O1 -2.388871 7.142740 7.321847
S1 -2.259827 5.819564 7.857202
O2 -3.357588 4.903501 7.967718
O3 -1.108177 5.158721 6.975756
C32 -1.122361 3.807087 6.659361
N2 -1.121788 2.949812 7.654323
C33 -1.118123 1.672395 7.289590
C34 -1.081789 1.281100 5.957672
C35 -1.036581 2.295757 5.019861
N3 -1.057603 3.584156 5.368476
C36 -1.007760 2.036253 3.553370
C37 -0.520536 0.860928 3.008694
C38 -0.521940 0.685998 1.637362
N4 -0.992589 1.598213 0.775227
C39 -1.456837 2.745800 1.321898
C40 -1.480274 3.001893 2.670329
H27 -1.139469 0.942222 8.088936
H28 -1.107725 0.237457 5.684861
H29 -0.110240 0.073890 3.625949
H30 -0.122248 -0.224563 1.222844
H31 -1.805518 3.506319 0.634808
H32 -1.861702 3.941273 3.044322

Force components x, y, z for each atom (eV/Å):
1.6019 -1.4882 -0.5149
-0.0456 0.1838 0.8173
0.1823 -0.5359 -0.0918
-0.0549 0.2205 -0.1057
0.0395 -0.1277 0.0970
-0.0869 0.1773 -0.1111
0.0726 -0.1156 0.0970
-0.1086 0.1487 -0.1510
-0.4193 0.8137 -0.8425
-0.9334 0.9419 0.4326
0.2944 -0.2546 -0.1195
0.0545 0.0921 -0.1306
0.0062 -0.0954 0.0025
-0.0375 0.0235 -0.0334
0.0011 0.0122 0.0387
-0.0343 -0.0713 -0.0824
0.4158 -0.3028 -0.1214
-0.0149 -0.0006 -0.0450
0.0495 -0.0316 0.0105
-0.0448 0.0137 0.0252
0.0748 0.0311 -0.0239
-0.1104 -0.0605 0.1355
-0.3842 0.7045 0.7754
0.1410 -0.3612 -0.2055
0.0435 0.0441 0.1085
-0.0304 -0.0384 -0.0343
0.0035 0.0426 -0.0009
0.0104 -0.0567 0.0279
-0.0413 0.0563 -0.0477
-0.0159 -0.2274 -0.1366
0.0823 -0.0671 -0.0950
0.0099 -0.0009 0.0246
-0.0260 0.0280 -0.0105
0.0712 -0.0508 -0.0038
-0.0832 -0.0128 -0.1260
0.0496 -0.0124 0.0428
0.0154 0.0263 -0.0060
-0.0263 0.0028 -0.0048
-0.0137 -0.0495 0.0395
0.0149 -0.0254 0.0662
-0.0112 0.0146 -0.0026
-0.0064 -0.0004 -0.0041
-0.0113 -0.0123 0.0021
0.0086 0.0157 0.0199
0.0145 0.0221 -0.0049
-0.0115 -0.0024 -0.0014
-0.0046 0.0024 0.0079
-0.0081 -0.0119 0.0042
0.0040 -0.0021 -0.0156
0.0041 0.0048 -0.0068
-0.0102 -0.0074 0.0128
0.0059 0.0026 0.0068
-0.0016 0.0082 -0.0008
-0.0243 -0.0046 -0.0033
-0.0228 0.0217 0.0243
0.0149 0.0072 0.0041
0.0073 -0.0056 -0.0103
-0.0007 0.0208 0.0050
0.0014 0.0233 0.0588
-0.2380 0.1624 -0.2391
-0.0443 -0.0574 0.0398
-0.3102 0.1131 0.1441
-0.0096 -0.0307 -0.0285
0.0270 -0.0164 0.0180
-0.0938 0.0883 -0.0156
-0.4706 0.6981 0.9828
-0.2382 -0.2079 -0.2225
0.7672 -0.8999 -0.8754
0.2293 0.7012 0.2070
-0.0749 -0.1572 -0.0123
0.0328 -0.0065 0.0407
-0.0010 0.0183 0.1325
-0.0256 0.0322 -0.3383
-0.1623 -0.2495 -0.0185
0.0142 -0.0401 0.1917
0.0219 -0.0098 0.0172
-0.1093 -0.0160 -0.0808
-0.0950 0.2221 0.3408
0.1490 -0.0680 -0.1078
-0.0397 0.0440 0.0237
-0.0058 -0.0009 0.0166
0.0123 -0.0207 -0.0066
0.0134 -0.0044 0.0097
-0.0380 0.0186 -0.0068
-0.0083 0.0025 0.0090
0.0272 0.0118 -0.0143

Properties
⟨S²⟩: 2.03
LUMO level (spin up / spin down), eV: -5.59 / -8.41
HOMO energy (spin up / spin down), eV: -12.56 / -12.48
Total charge: +2
Spin multiplicity: 3

# 4
Molecular formula: C31H27F5GeO5PScTe
Method: DFT, ωB97M-V/def2-TZVPD

Element x y z (Å)
Sc1 0.682979 -0.051086 -1.422658
O1 4.175811 -0.427532 -1.835021
C1 3.958566 -0.573723 -0.696579
O2 2.718336 -0.223031 -0.074687
C2 4.712371 -1.065539 0.529690
P1 3.227468 -0.593197 1.459437
C3 2.288741 -1.901593 2.157477
C4 2.789142 -3.204391 2.226189
C5 1.985021 -4.211855 2.726295
C6 0.688780 -3.923771 3.135720
C7 0.188233 -2.630133 3.058891
C8 0.982544 -1.606138 2.575742
C9 3.368365 0.830337 2.460493
C10 3.590249 2.076994 1.868190
C11 3.730005 3.184412 2.679650
C12 3.657000 3.045603 4.061666
C13 3.433680 1.805702 4.645302
C14 3.279952 0.685579 3.846329
H1 5.607960 -0.487460 0.751023
H2 4.949475 -2.125173 0.467918
H3 3.798517 -3.434957 1.911247
H4 2.366980 -5.220781 2.794478
H5 0.061895 -4.717917 3.519054
H6 -0.823348 -2.415224 3.374861
H7 0.589442 -0.599796 2.505798
H8 3.581173 2.191878 0.790717
H9 3.869056 4.159859 2.235621
H10 3.760905 3.919886 4.690313
H11 3.364875 1.713736 5.720122
H12 3.086781 -0.282096 4.290849
F1 1.087180 1.783712 -1.057156
Te1 -0.535296 2.433267 0.981170
F2 -1.091346 3.545872 2.377405
F3 -1.546210 1.176178 2.034936
F4 0.829363 1.295891 1.636699
F5 0.911461 3.678290 1.009227
O3 -0.792420 -0.554614 -0.392478
C15 -3.399334 -1.238768 1.114468
Ge1 -2.583566 -0.671102 -0.545554
C16 -2.929057 -1.919493 -1.994723
C17 -2.056266 -2.980697 -2.230966
C18 -2.287534 -3.866485 -3.274288
C19 -3.396580 -3.699296 -4.091560
C20 -4.272305 -2.645992 -3.867089
C21 -4.037469 -1.759623 -2.825035
C22 -2.908983 1.197084 -1.051741
C23 -3.629554 2.043270 -0.245121
C24 -3.547981 3.448362 -0.386032
C25 -2.708113 3.993724 -1.316001
C26 -1.957016 3.163988 -2.186024
C27 -1.059123 3.718413 -3.137239
C28 -0.324883 2.921932 -3.962217
C29 -0.485265 1.519328 -3.902486
C30 -1.342940 0.953643 -2.995531
C31 -2.087854 1.759615 -2.081843
H13 -4.478786 -1.323486 0.985400
H14 -3.176856 -0.546967 1.922485
H15 -3.014266 -2.228777 1.361356
H16 -1.179587 -3.112659 -1.605539
H17 -1.600336 -4.683440 -3.452725
H18 -3.576749 -4.387670 -4.906816
H19 -5.134708 -2.512055 -4.507043
H20 -4.721744 -0.931550 -2.670291
H21 -4.234315 1.638994 0.558404
H22 -4.121917 4.087448 0.271883
H23 -2.605324 5.068938 -1.401380
H24 -0.964623 4.796386 -3.189910
H25 0.360164 3.355802 -4.677515
H26 0.047830 0.885983 -4.601512
H27 -1.522481 -0.116358 -3.035600
O4 1.529428 -1.874992 -2.058430
O5 0.874411 -1.330692 -3.057712

Force components x, y, z for each atom (eV/Å):
-0.1724 -0.3552 -0.3853
-0.0007 -0.0292 -0.0097
0.0939 0.0706 -0.0436
-0.0782 0.0338 0.2334
0.0577 -0.0027 -0.0179
-0.0545 -0.2204 0.0126
-0.1459 0.0752 -0.0314
0.0536 -0.0168 -0.0020
0.0069 -0.0045 -0.0009
-0.0084 0.0137 -0.0006
0.0096 -0.0230 -0.0015
0.0247 -0.0116 0.0205
0.0906 0.0744 -0.0241
-0.0089 -0.0156 -0.0263
0.0081 0.0118 0.0142
-0.0010 0.0034 -0.0088
-0.0082 -0.0097 -0.0134
0.0207 0.0256 0.0076
-0.0081 -0.0158 -0.0069
-0.0062 -0.0187 0.0064
-0.0034 0.0021 -0.0096
0.0002 -0.0013 -0.0003
0.0029 -0.0049 0.0011
-0.0008 0.0103 -0.0051
-0.0068 -0.0534 0.0172
0.0096 0.0000 0.0111
-0.0085 -0.0023 0.0017
-0.0038 -0.0008 0.0018
0.0019 -0.0025 0.0017
-0.0048 -0.0035 0.0117
-0.0374 0.2117 0.0830
-0.0459 0.2371 0.0101
-0.0175 -0.0158 0.0182
-0.0949 -0.1056 -0.0135
0.0260 0.0402 0.0255
0.0799 0.0039 -0.0868
0.0740 -0.0649 0.2492
0.0068 0.0548 0.0014
0.0559 0.0145 -0.1270
0.0302 0.0381 0.0248
0.0000 -0.0081 0.0006
-0.0047 0.0053 -0.0004
-0.0006 0.0004 0.0033
-0.0032 0.0065 0.0092
0.0008 -0.0159 -0.0105
0.0194 0.0101 -0.0360
0.0085 -0.0364 0.0009
-0.0065 -0.0105 0.0249
0.0033 0.0356 0.0208
0.0149 -0.0036 -0.0155
-0.0240 0.0069 0.0311
0.0067 -0.0396 -0.0169
-0.0017 0.0011 0.0052
0.0052 0.0194 0.0100
-0.0080 -0.0110 0.0316
-0.0011 0.0042 0.0003
0.0008 0.0094 0.0168
0.0017 -0.0012 -0.0064
-0.0021 0.0033 -0.0005
-0.0007 0.0003 -0.0006
-0.0005 -0.0001 -0.0011
-0.0003 -0.0004 -0.0004
0.0006 0.0013 0.0018
-0.0055 0.0018 0.0078
-0.0066 -0.0013 -0.0002
-0.0049 -0.0020 -0.0034
-0.0051 -0.0005 0.0005
0.0010 -0.0028 0.0005
0.0006 -0.0021 -0.0050
-0.0252 -0.0147 -0.0005
0.0562 0.0667 0.0613
0.0442 0.0350 -0.0682

Properties
⟨S²⟩: 0.76
LUMO level (spin up / spin down), eV: -3.58 / -3.59
HOMO energy (spin up / spin down), eV: -11.06 / -11.06
Total charge: +1
Spin multiplicity: 2

| no. | calculated total energy (Eh) |
| --- | --- |
| 1 | -9763.86436 |
| 2 | -284.27256 |
| 3 | -4325.04452 |
| 4 | -5520.01470 |